Below is a molecular structure, C16H37F3GaN2 at a distorted geometry, with properties calculated with wB97M-V/def2-TZVPD.

LUMO in eV: 2.3
Charge: -1
Kohn-Sham gap in eV: 6.7414

Last column: Löwdin charge in e.
Geometry (Å):
F1 -0.02929 -4.53694 4.49437  0.11
C1 -0.30725 -3.42361 3.81503  -0.31
F2 0.10173 -3.49493 2.54627  0.11
C2 -0.97029 -2.34363 4.32550  -0.20
F3 -0.31774 -1.59587 5.26827  0.03
C3 -2.37410 -1.96856 3.90104  -0.24
C4 -3.23809 -3.19601 3.59004  -0.38
Ga1 -5.25802 -2.92987 3.89092  0.16
H1 -2.81347 -1.28167 4.62042  0.09
H2 -2.24899 -1.42843 2.95448  0.09
H3 -3.08358 -3.47199 2.54769  0.03
H4 -2.91338 -4.04672 4.18704  0.03
H5 -5.61361 -1.49774 4.53375  -0.16
H6 -5.81302 -4.18340 4.75426  -0.17
H7 -5.97923 -2.99905 2.43418  -0.17
C5 -1.86640 1.61428 2.28716  -0.09
C6 -1.51687 0.92089 0.98000  -0.28
N1 -2.62369 0.85975 0.04569  -0.19
C7 -2.38414 -0.03846 -1.06650  -0.24
C8 -1.25338 0.31185 -2.04208  -0.09
C9 -3.23892 2.12881 -0.28545  -0.25
C10 -2.35145 3.22612 -0.89328  -0.09
H8 -2.73196 1.14609 2.75653  0.08
H9 -1.02568 1.53790 2.97813  0.07
H10 -2.07625 2.67683 2.14862  0.06
H11 -1.21729 -0.10309 1.21860  0.11
H12 -0.62913 1.41148 0.54419  0.10
H13 -3.31424 -0.15879 -1.62858  0.11
H14 -2.17711 -1.02894 -0.65058  0.11
H15 -1.52775 1.12988 -2.70837  0.05
H16 -1.03304 -0.55136 -2.67477  0.07
H17 -0.33015 0.57737 -1.52481  0.04
H18 -3.69540 2.52944 0.62302  0.10
H19 -4.08398 1.94196 -0.95279  0.11
H20 -1.39560 3.31810 -0.37539  0.06
H21 -2.85788 4.19119 -0.81487  0.07
H22 -2.15575 3.05555 -1.95139  0.05
C11 2.66336 -0.78239 -0.74393  -0.08
C12 3.95090 -0.44010 -1.47917  -0.27
N2 3.76056 -0.12892 -2.88426  -0.20
C13 5.00280 -0.08003 -3.63200  -0.26
C14 6.02147 1.01129 -3.27667  -0.09
C15 2.80745 0.92805 -3.17742  -0.24
C16 3.05595 2.31072 -2.55882  -0.08
H23 2.13273 -1.59931 -1.23391  0.08
H24 2.89553 -1.09501 0.27440  0.08
H25 1.99118 0.07408 -0.67297  0.05
H26 4.61089 -1.30927 -1.41310  0.12
H27 4.45648 0.37672 -0.93942  0.10
H28 4.76600 -0.00841 -4.69744  0.11
H29 5.49437 -1.05131 -3.51482  0.11
H30 5.71452 1.98967 -3.64370  0.05
H31 6.98100 0.78243 -3.74612  0.07
H32 6.19319 1.08072 -2.20237  0.06
H33 1.81834 0.58908 -2.85943  0.09
H34 2.72131 1.03451 -4.26178  0.11
H35 3.34222 2.24849 -1.50823  0.07
H36 2.13993 2.90320 -2.61116  0.07
H37 3.82423 2.86734 -3.09400  0.05